Molecular formula: C24H60O12
Method: DFT, ωB97M-V/def2-TZVPD

- Structure (SMILES): COCCOC.COCCOC.COCCOC.COCCOC.COCCOC.COCCOC
- HOMO: -9.4 eV
- LUMO energy: 0.5 eV
- Energy above the lowest of the compared OMol25 structures with the same formula, charge and spin: 118.5 kcal/mol
- E: -50422.2827 eV

Last column: Löwdin charge in e.
CARTESIAN COORDINATES (ANGSTROEM)
C (-0.4452, 0.9552, -5.6402)  -0.1279
O (-0.8314, 2.1218, -6.2996)  -0.1707
C (-1.0227, 3.2156, -5.4333)  -0.1998
C (-1.6985, 4.3603, -6.2174)  -0.1880
O (-3.1162, 4.1909, -6.3457)  -0.1774
C (-3.6407, 5.1740, -7.2061)  -0.1363
H (0.3913, 1.0883, -4.9395)  0.0722
H (-0.0672, 0.2213, -6.3524)  0.0929
H (-1.2752, 0.5270, -5.0668)  0.0914
H (-0.0483, 3.5620, -5.0720)  0.1231
H (-1.6120, 2.9865, -4.5398)  0.1266
H (-1.3107, 4.5258, -7.2222)  0.1245
H (-1.5226, 5.2486, -5.6024)  0.1191
H (-4.7074, 5.3517, -7.0748)  0.0844
H (-3.4605, 4.9341, -8.2576)  0.0880
H (-3.2116, 6.1696, -7.0403)  0.0828
C (2.2234, -7.2705, 4.0493)  -0.1159
O (1.5583, -6.1430, 3.5048)  -0.1848
C (1.7517, -6.0758, 2.1114)  -0.2185
C (0.9571, -4.8857, 1.6276)  -0.1927
O (1.2612, -4.7353, 0.2397)  -0.1631
C (0.3626, -3.8012, -0.2961)  -0.1253
H (2.0626, -7.3761, 5.1184)  0.0852
H (3.2687, -7.3071, 3.7322)  0.0849
H (1.8247, -8.2148, 3.6532)  0.0834
H (1.3760, -6.9558, 1.5749)  0.1331
H (2.8243, -5.9382, 1.9316)  0.1300
H (1.3530, -3.9891, 2.1148)  0.1240
H (-0.1067, -5.0486, 1.8106)  0.1275
H (-0.7109, -4.0170, -0.2322)  0.0898
H (0.5597, -3.5975, -1.3484)  0.0756
H (0.4538, -2.8164, 0.1813)  0.0746
C (-1.4482, 3.4950, 1.5438)  -0.1125
O (-0.3086, 4.2470, 1.1554)  -0.1808
C (-0.7120, 5.5886, 0.8962)  -0.2103
C (0.5090, 6.4899, 0.7684)  -0.2441
O (1.2363, 6.5122, 1.9552)  -0.1627
C (2.4314, 7.2651, 1.8247)  -0.0992
H (-1.1169, 2.4866, 1.7876)  0.0600
H (-2.0655, 3.3909, 0.6441)  0.0912
H (-2.0023, 3.9018, 2.3908)  0.0922
H (-1.2818, 5.9399, 1.7654)  0.1221
H (-1.4099, 5.6527, 0.0563)  0.1260
H (0.1529, 7.4714, 0.4295)  0.1258
H (1.0847, 6.1123, -0.0877)  0.1276
H (2.1902, 8.2397, 1.3878)  0.0844
H (3.1151, 6.8010, 1.1066)  0.0873
H (2.9210, 7.3724, 2.7867)  0.0875
C (3.5158, -2.5849, 4.0767)  -0.0974
O (4.0583, -2.5119, 2.7616)  -0.2138
C (5.4541, -2.3607, 2.7391)  -0.2187
C (6.1332, -2.8263, 1.4314)  -0.1778
O (5.8611, -1.9631, 0.3341)  -0.1961
C (4.5158, -1.5742, 0.0877)  -0.0970
H (3.8516, -1.7575, 4.7066)  0.0880
H (3.6193, -3.5781, 4.5111)  0.0884
H (2.4442, -2.3825, 4.0304)  0.0825
H (5.9100, -2.8520, 3.6074)  0.1203
H (5.6571, -1.2882, 2.8657)  0.1299
H (5.7607, -3.8119, 1.1269)  0.1215
H (7.1938, -2.9958, 1.6034)  0.1197
H (3.8535, -2.4153, 0.2836)  0.0886
H (4.5193, -1.3261, -0.9771)  0.0861
H (4.2690, -0.6116, 0.5405)  0.0790
C (-4.4414, 0.4355, 3.5488)  -0.1162
O (-5.3841, 0.7766, 2.5651)  -0.1831
C (-5.1771, 0.1708, 1.3022)  -0.1838
C (-5.3725, -1.3527, 1.2960)  -0.1944
O (-4.1394, -1.9217, 1.7132)  -0.2132
C (-4.1141, -3.3193, 1.8005)  -0.1153
H (-3.4415, 0.2675, 3.1329)  0.0838
H (-4.7667, -0.5030, 4.0108)  0.0877
H (-4.3097, 1.1849, 4.3295)  0.0850
H (-4.1538, 0.3566, 0.9633)  0.1142
H (-5.9265, 0.6671, 0.6888)  0.1261
H (-5.7000, -1.7346, 0.3228)  0.1221
H (-6.1661, -1.6811, 1.9772)  0.1288
H (-4.4351, -3.8292, 0.8869)  0.0892
H (-4.6581, -3.7065, 2.6686)  0.0893
H (-3.0742, -3.6117, 1.9592)  0.0803
C (0.8296, -1.3080, -2.8865)  -0.1195
O (-0.5529, -1.2635, -2.6312)  -0.1845
C (-1.0180, -0.1436, -1.8693)  -0.1812
C (-0.8447, -0.2710, -0.3762)  -0.2181
O (0.4506, -0.3207, 0.1522)  -0.1961
C (1.0561, 0.9209, 0.4298)  -0.0820
H (1.1540, -2.2791, -3.2681)  0.0866
H (1.3684, -1.1912, -1.9435)  0.0807
H (1.1809, -0.6334, -3.6741)  0.0723
H (-2.0737, -0.0254, -2.1088)  0.1277
H (-0.4709, 0.7247, -2.2571)  0.1173
H (-1.2898, -1.2258, -0.0731)  0.1230
H (-1.5094, 0.4479, 0.1235)  0.1157
H (0.9252, 1.6818, -0.3457)  0.0932
H (2.1114, 0.7561, 0.6335)  0.0811
H (0.5904, 1.3442, 1.3258)  0.0727

Forces on the atoms, in the same order (eV/Å):
C 0.31 -0.63 0.53
O -0.09 0.11 -0.06
C -0.30 0.60 -1.11
C -0.45 -0.23 0.87
O 0.22 -0.01 0.26
C 0.00 0.65 -0.34
H -0.05 0.43 0.03
H -0.35 0.10 -0.24
H -0.01 -0.08 -0.06
H 0.09 0.15 -0.03
H -0.27 -0.25 -0.12
H 0.56 -0.25 0.06
H 0.04 0.32 -0.18
H -0.09 -0.66 0.26
H 0.03 -0.16 -0.06
H 0.33 -0.08 0.19
C -0.40 -0.78 -0.70
O 0.03 -0.74 0.62
C -0.18 0.37 0.13
C 1.49 0.07 -0.51
O -1.15 -0.23 0.21
C -0.18 1.47 -0.65
H 0.27 0.67 0.11
H 0.26 0.36 0.46
H -0.31 0.11 -0.27
H 0.21 -0.22 0.22
H -0.07 -0.04 -0.39
H -0.50 0.07 0.36
H -0.06 0.17 -0.03
H 0.10 -0.74 0.21
H 0.27 -0.44 -0.01
H 0.27 -0.07 0.23
C 0.53 -0.62 -0.95
O -0.44 0.45 0.24
C 0.37 0.07 1.28
C -0.75 -0.73 -1.25
O 0.25 0.17 0.27
C -0.37 0.05 -0.76
H 0.08 0.09 0.18
H -0.55 0.07 0.28
H 0.03 0.26 -0.06
H -0.04 0.06 0.09
H 0.31 0.00 -0.38
H 0.06 0.28 0.39
H 0.42 -0.10 0.18
H 0.08 0.25 0.30
H 0.08 -0.25 0.12
H -0.17 -0.06 0.09
C -0.66 0.59 -0.50
O -0.61 -0.59 0.16
C 0.83 0.44 0.09
C -2.11 -0.24 0.11
O 1.25 0.37 0.35
C 0.83 -0.12 -0.91
H 0.63 -0.28 0.19
H 0.43 0.03 0.21
H -0.07 -0.24 -0.47
H 0.03 -0.26 -0.13
H 0.28 0.03 -0.06
H -0.25 -0.19 0.40
H 0.19 0.75 -0.27
H -0.42 0.37 0.17
H -0.20 -0.33 -0.10
H -0.25 -0.39 0.75
C 0.43 -0.95 0.21
O 0.09 0.59 0.01
C -0.54 -0.46 0.56
C 0.06 -0.06 0.45
O -0.02 0.16 -0.39
C 0.53 -0.43 0.21
H -0.08 -0.04 -0.18
H 0.29 0.02 0.21
H -0.58 0.30 -0.22
H -0.02 0.15 -0.24
H 0.19 -0.15 -0.39
H 0.38 0.14 -0.30
H -0.08 0.34 0.24
H -0.27 0.17 -0.05
H -0.34 0.11 -0.11
H 0.03 0.13 -0.03
C 0.72 -0.29 0.40
O -0.63 -0.36 -0.05
C 1.34 0.10 -0.86
C -1.13 -0.99 0.59
O 0.46 0.05 -0.49
C -0.45 0.44 0.47
H -0.68 -0.27 0.09
H 0.27 0.38 -0.19
H -0.25 0.56 0.30
H -0.05 -0.04 0.08
H -0.19 0.31 0.14
H 0.00 -0.10 -0.20
H 0.37 0.45 0.01
H 0.11 -0.23 -0.27
H 0.00 -0.06 -0.12
H 0.17 0.04 0.10